{
  "formula": "C70H67N9O4PS2Sc",
  "method": "the ωB97M-V functional and the def2-TZVPD basis",
  "energy_ha": -5399.7238,
  "homo_energy_ev": -11.43,
  "de_lowest_ev": 0.0000,
  "charge": 2,
  "lumo_ev": -4.368,
  "max_force_ev_per_a": 0.84,
  "species": ["O", "H", "H", "C", "C", "C", "H", "N", "C", "C", "C", "C", "H", "C", "C", "C", "C", "H", "N", "C", "C", "C", "H", "H", "H", "C", "C", "N", "C", "P", "H", "H", "H", "C", "C", "H", "H", "H", "H", "Sc", "H", "H", "H", "H", "C", "C", "C", "C", "H", "H", "C", "H", "C", "C", "C", "H", "H", "H", "H", "C", "C", "C", "C", "H", "H", "C", "C", "C", "C", "C", "C", "S", "H", "C", "C", "C", "C", "C", "C", "C", "H", "H", "H", "C", "C", "O", "H", "C", "H", "C", "H", "C", "C", "H", "C", "H", "C", "H", "H", "C", "C", "C", "H", "C", "H", "H", "H", "H", "H", "C", "C", "H", "H", "N", "C", "H", "H", "C", "C", "C", "H", "C", "C", "H", "H", "S", "H", "O", "H", "N", "N", "H", "C", "H", "H", "O", "H", "H", "C", "H", "H", "H", "H", "H", "H", "N", "N", "N", "H", "H", "C", "C", "C", "C"],
  "xyz": [[-4.339768, 3.855329, -7.292116], [-3.411510, -3.579650, 1.692459], [-1.143277, -5.372154, -2.412854], [3.544305, 0.730527, 2.376216], [5.146520, 2.536442, 2.414274], [-1.679635, 2.283521, -3.199222], [1.890500, -1.120776, -4.310959], [-1.013592, -0.920865, -2.048748], [2.771222, 1.016568, 6.110041], [0.283430, -0.773272, 2.872296], [2.227210, 0.169106, 2.772060], [4.179011, 2.421706, -5.768492], [-2.470055, -2.179687, -1.142694], [2.910546, -0.070457, 5.251714], [-4.850415, 2.788554, 3.831336], [5.854777, 0.333295, 1.784782], [-1.531069, 3.378456, -4.055964], [-2.331184, -4.446344, 2.807808], [-3.310259, 0.305573, 2.667462], [2.927834, -0.795411, -4.237205], [1.274907, -3.625036, -2.715886], [-2.709778, 1.382334, -3.473631], [5.249166, 0.306249, 8.300162], [-4.602689, 5.787530, -2.001759], [-6.105067, 2.002206, 0.784471], [-1.997170, -1.880868, -2.066778], [3.610057, 1.149814, 7.206288], [2.125933, 1.471071, -4.149435], [-1.352752, -7.478528, -2.049161], [-1.320436, -1.541842, 2.565537], [6.640486, -0.354912, 1.499630], [-1.520547, -9.511956, -1.390300], [-1.502153, -7.721482, -3.092718], [3.152968, -5.086420, -3.088979], [-1.153768, -6.160707, -1.669737], [-0.772024, 4.118569, -3.839234], [-7.961857, 3.380909, 1.634558], [-4.306362, 0.826816, -4.803274], [-4.464738, 1.570129, -1.309127], [0.119990, 0.226209, -0.315008], [-0.712457, -1.844126, 5.128149], [-3.966006, 2.642650, 4.441900], [2.009515, 1.762743, 5.913742], [0.201769, 4.110950, 0.431050], [-3.519208, 1.536911, -4.583597], [-0.933886, -2.512473, 1.094271], [-7.016366, 3.777248, 3.519278], [-3.351328, 2.615454, -5.442317], [3.875328, -5.532878, -3.759870], [-4.888641, 0.075946, 3.995704], [-4.241865, 4.942498, -1.430153], [0.081551, -0.570020, 6.078177], [3.230750, 3.286451, -5.249482], [-0.578733, -0.674653, -3.262547], [3.604475, -1.650484, -0.584441], [-3.936256, -1.393677, 3.727392], [5.501721, -1.626142, 6.781286], [-2.905860, 0.565967, -2.793840], [3.567873, 1.267938, -0.152891], [-3.434872, 5.147360, -0.318785], [4.735257, -0.885954, 6.594324], [-2.584967, -4.284447, 1.761665], [-1.158580, -8.172951, 0.244961], [0.175925, 0.074598, -3.479451], [4.011119, -1.862667, 4.824384], [6.142405, 1.677919, 1.972818], [3.896826, -1.021481, 5.497929], [-2.247784, -0.130229, 1.957347], [4.092579, 1.074810, -5.450926], [-2.986927, 4.065209, 0.420570], [4.568525, -0.135734, 2.002652], [-0.601975, 2.214311, -1.802872], [4.971882, 2.786531, -6.407751], [3.142257, -5.432679, -1.742591], [1.254104, -3.965835, -1.371486], [2.340734, 3.023586, -0.077796], [-0.728604, -4.438325, 0.055134], [-6.046697, 2.438027, 1.773107], [0.215126, 3.164599, 0.975036], [0.234542, -1.362078, 5.348205], [1.359902, 3.999153, 2.628293], [4.267462, 2.696240, -0.906141], [2.781284, 3.477381, 0.807555], [-2.301037, -2.360968, -3.296597], [-4.255414, 2.681027, -6.636795], [1.765710, -0.425750, -1.512569], [-0.373221, 3.898586, 2.888611], [4.592051, 0.199178, 7.447598], [-0.769609, -6.619811, 1.668343], [-3.307058, 2.764765, 0.035921], [0.529566, -2.948862, -3.105350], [-4.149783, 2.573192, -1.050605], [-2.999151, 1.630533, 0.943449], [4.499417, -1.068707, -0.364691], [3.860437, 2.060892, 2.627629], [3.897659, -2.663430, -0.860143], [0.189939, -3.537294, -0.432870], [0.605822, 2.426914, 2.968757], [3.519094, -1.403908, -4.919246], [2.191691, -4.886083, -0.896523], [3.340208, 2.138087, -0.770005], [-0.955762, -6.855785, 0.626690], [-1.150446, -8.957205, 0.989928], [-5.895962, 3.562192, 4.309951], [2.192319, -3.944509, -4.627028], [-3.292698, -0.085993, 4.742252], [5.375150, 3.575707, 2.612745], [-5.832671, 4.003562, 5.295593], [0.925772, -2.091842, 5.763827], [-3.885732, -0.316089, 3.858302], [2.028241, -0.204798, 4.075212], [3.859419, -6.146456, -1.358902], [-3.176154, 6.152682, -0.012907], [1.108513, -0.164558, 2.017900], [-7.089691, 3.215221, 2.252632], [-2.176026, 4.398605, -5.799391], [1.998672, 3.822271, -0.743401], [-3.788958, 1.426002, 2.048024], [-2.353398, 3.542585, -5.157370], [-0.959310, -5.839902, -0.327964], [-3.844071, 4.546366, -6.839147], [0.482118, 3.379435, 2.450907], [-1.359965, -8.484515, -1.092653], [-2.404019, 4.232357, 1.318165], [7.147324, 2.046329, 1.815025], [-1.329141, -1.591551, -4.475506], [2.165388, -5.179911, 0.146179], [1.165654, 2.290402, 0.325775], [-2.891712, -5.227071, 1.318876], [0.801017, -0.800723, 4.124496], [3.431697, -1.115592, -2.898459], [-3.036958, -3.102548, -3.559848], [2.225387, 2.763552, -4.449867], [-5.257480, 3.488478, -2.637798], [-7.830919, 4.385087, 3.889500], [-4.889194, 1.736245, -7.011636], [2.966314, -1.683423, 0.294538], [3.099102, 2.722806, 3.013438], [2.856041, -1.002764, -1.709718], [1.463735, 3.401051, -4.019994], [4.361327, -1.194344, 1.928017], [3.262504, 4.346022, -5.462089], [-0.754870, 2.712224, 0.825651], [4.814274, 0.366839, -5.837805], [4.297861, -1.630267, -2.881458], [0.039204, -2.324638, 0.207861], [-2.005187, 0.648253, 0.900722], [-1.433995, -3.775772, 1.019466], [2.971172, 1.814629, -1.740015], [3.500541, 1.997881, 7.868898], [3.056246, 0.652432, -4.630069], [2.211996, -4.190095, -3.572162], [-4.919886, 2.219662, 2.560559], [-4.609761, 3.654927, -1.786654]],
  "atomic_forces_ev_per_a": [[0.0, 0.0, 0.0], [0.0, 0.0, 0.0], [0.0, 0.0, 0.0], [0.0, 0.0, 0.0], [0.0, 0.0, 0.0], [-0.1, -0.1, 0.1], [0.0, 0.0, 0.0], [0.3, 0.1, 0.0], [0.0, 0.0, 0.0], [0.0, 0.1, 0.1], [0.0, 0.0, 0.0], [0.0, 0.0, 0.0], [0.0, 0.0, 0.0], [0.0, 0.0, 0.0], [0.0, 0.0, 0.0], [0.0, 0.0, 0.0], [0.0, 0.0, 0.0], [0.0, 0.0, 0.0], [0.0, 0.0, 0.1], [-0.1, -0.1, 0.0], [0.0, 0.0, 0.0], [0.0, 0.0, 0.0], [0.0, 0.0, 0.0], [0.0, 0.0, 0.0], [0.0, 0.0, 0.0], [-0.1, 0.0, 0.1], [0.0, 0.0, 0.0], [-0.1, 0.0, 0.0], [0.0, 0.0, 0.0], [0.0, 0.0, 0.0], [0.0, 0.0, 0.0], [0.0, 0.0, 0.0], [0.0, 0.0, 0.0], [0.0, 0.0, 0.0], [0.0, 0.0, 0.0], [0.0, 0.0, 0.0], [0.0, 0.0, 0.0], [0.0, 0.0, 0.0], [0.0, 0.0, 0.0], [0.0, 0.4, -0.7], [0.0, 0.0, 0.0], [0.0, 0.0, 0.0], [0.0, 0.0, 0.0], [0.0, 0.0, 0.0], [0.0, 0.0, 0.0], [0.0, -0.1, 0.1], [0.0, 0.0, 0.0], [0.0, 0.0, 0.0], [0.0, 0.0, 0.0], [0.0, 0.0, 0.0], [0.0, 0.0, 0.0], [0.0, 0.0, 0.0], [0.0, 0.0, 0.0], [-0.1, 0.0, 0.0], [0.0, 0.0, 0.0], [0.0, 0.0, 0.0], [0.0, 0.0, 0.0], [0.0, 0.0, 0.0], [0.0, 0.0, 0.0], [0.0, 0.0, 0.0], [0.0, 0.0, 0.0], [0.0, 0.0, 0.0], [0.0, 0.0, 0.0], [0.0, 0.0, 0.0], [0.0, 0.0, 0.0], [0.0, 0.0, 0.0], [0.0, 0.0, 0.0], [0.0, 0.0, -0.1], [0.0, 0.0, 0.0], [0.0, 0.0, -0.1], [0.0, 0.0, 0.1], [0.4, -0.1, 0.1], [0.0, 0.0, 0.0], [0.0, 0.0, 0.0], [0.1, 0.1, 0.1], [-0.1, 0.1, -0.3], [0.0, 0.0, 0.0], [0.0, 0.0, 0.0], [0.1, 0.1, 0.1], [0.0, 0.0, 0.0], [0.0, 0.0, 0.0], [0.0, 0.0, 0.0], [0.0, 0.0, 0.1], [0.0, 0.0, 0.0], [0.0, 0.0, 0.0], [-0.3, 0.2, 0.0], [0.0, 0.0, 0.0], [0.0, 0.0, 0.0], [0.0, 0.0, 0.0], [0.0, 0.0, 0.0], [0.0, 0.0, 0.0], [0.1, 0.0, -0.1], [0.1, -0.1, 0.0], [0.0, 0.0, 0.0], [0.0, 0.0, -0.1], [0.0, 0.0, 0.0], [0.0, 0.1, -0.1], [0.0, 0.0, 0.0], [-0.1, -0.1, 0.0], [0.0, 0.1, 0.0], [0.0, -0.1, 0.0], [0.0, 0.0, 0.0], [0.0, 0.0, 0.0], [0.0, 0.0, 0.0], [0.0, 0.0, 0.0], [0.0, 0.0, 0.0], [0.0, 0.0, 0.0], [0.0, 0.0, 0.0], [0.0, 0.0, 0.0], [0.0, 0.0, 0.0], [0.0, 0.0, 0.0], [0.0, 0.0, 0.0], [0.0, 0.0, 0.0], [0.1, -0.1, 0.0], [0.0, 0.0, 0.0], [0.0, 0.0, 0.0], [0.0, 0.0, 0.0], [0.0, 0.0, 0.0], [0.0, 0.0, 0.0], [0.0, 0.0, 0.0], [0.0, 0.0, 0.0], [0.0, 0.0, 0.0], [0.0, 0.0, 0.0], [0.0, 0.0, 0.0], [0.0, 0.0, 0.0], [0.0, 0.1, 0.0], [0.0, 0.0, 0.0], [0.0, -0.4, 0.4], [0.0, 0.0, 0.0], [0.0, 0.0, 0.1], [0.2, 0.1, 0.0], [0.0, 0.0, 0.0], [0.0, 0.0, 0.1], [0.0, 0.0, 0.0], [0.0, 0.0, 0.0], [0.0, 0.0, 0.0], [0.0, 0.0, 0.0], [0.0, 0.0, 0.0], [-0.1, -0.3, 0.1], [-0.1, 0.0, 0.0], [0.0, 0.0, 0.0], [0.0, 0.0, 0.0], [-0.1, 0.0, 0.0], [0.0, 0.0, 0.0], [0.0, 0.0, 0.0], [0.0, 0.0, 0.1], [-0.1, 0.0, 0.0], [-0.1, 0.1, 0.0], [0.0, 0.0, -0.1], [0.0, 0.0, 0.0], [0.1, 0.0, 0.0], [0.0, 0.1, 0.0], [0.0, 0.0, 0.0], [0.0, 0.0, 0.0]],
  "lowdin_charge": [0.131, 0.092, 0.112, -0.175, -0.053, -0.592, 0.102, -0.108, -0.028, -0.428, -0.161, -0.043, 0.115, -0.186, -0.040, -0.063, -0.108, 0.094, -0.044, -0.084, -0.043, -0.144, 0.113, 0.111, 0.115, -0.231, -0.060, 0.116, -0.053, 1.188, 0.113, 0.114, 0.113, -0.064, -0.015, 0.094, 0.113, 0.128, 0.120, 0.980, 0.055, 0.117, 0.119, 0.125, -0.010, -0.456, -0.062, -0.133, 0.112, 0.100, -0.060, 0.104, -0.039, -0.529, 0.031, 0.077, 0.112, 0.086, 0.060, -0.051, -0.059, -0.007, -0.059, 0.047, 0.119, -0.060, -0.024, -0.444, -0.011, -0.039, -0.069, 0.763, 0.117, -0.060, -0.176, -0.227, -0.120, -0.012, -0.300, 0.008, 0.075, 0.103, 0.106, -0.346, -0.480, -0.096, 0.085, -0.062, 0.119, -0.217, 0.065, -0.065, -0.157, 0.088, -0.042, 0.093, -0.169, 0.067, 0.129, -0.031, -0.036, -0.039, 0.113, -0.063, 0.112, 0.098, 0.116, 0.111, 0.106, -0.004, -0.132, 0.113, 0.111, 0.097, -0.051, 0.117, 0.127, -0.109, -0.015, -0.176, 0.094, -0.037, -0.060, 0.112, 0.113, 1.103, 0.128, -0.346, 0.095, -0.041, 0.136, 0.084, -0.118, 0.115, 0.112, 0.128, 0.077, 0.101, -0.464, 0.089, 0.109, 0.112, 0.031, 0.117, 0.157, 0.093, 0.076, -0.050, 0.055, 0.112, -0.273, -0.070, -0.178, -0.061]
}